{
  "formula": "C6H6",
  "method": "ωB97M-V/def2-TZVPD",
  "symbols": ["C", "C", "C", "C", "C", "C", "H", "H", "H", "H", "H", "H"],
  "xyz": [[3.028, 0.118, 0.376], [1.843, -0.009, 0.553], [0.396, -0.156, 0.749], [-0.393, -0.165, -0.594], [-1.838, -0.112, -0.474], [-2.948, 0.360, -0.538], [4.075, 0.251, 0.213], [0.035, 0.643, 1.405], [0.228, -1.088, 1.318], [-0.447, 0.736, -1.225], [0.025, -0.916, -1.270], [-4.004, 0.339, -0.514]],
  "atomic_forces_ev_per_a": [[-0.5, 0.0, 0.0], [0.4, 0.1, -0.2], [-0.1, 0.2, -0.2], [0.0, 0.3, -0.3], [-0.6, 0.0, 0.2], [0.1, -1.2, 0.3], [-0.2, -0.1, 0.1], [0.0, 0.0, -0.2], [-0.1, 0.2, -0.5], [1.8, 0.4, 0.5], [-0.4, -0.3, 0.2], [-0.4, 0.4, 0.0]],
  "e_above_lowest_kj_mol": 420.58,
  "smiles": "C#CCCC#C",
  "largest_force_ev_per_a": 1.9,
  "energy_ha": -232.0661
}

{
  "formula": "C28H22N2O",
  "method": "ωB97M-V/def2-TZVPD",
  "symbols": ["C", "N", "C", "C", "C", "C", "C", "C", "O", "C", "C", "C", "C", "C", "N", "C", "C", "C", "C", "C", "C", "C", "C", "C", "C", "C", "C", "C", "C", "C", "C", "H", "H", "H", "H", "H", "H", "H", "H", "H", "H", "H", "H", "H", "H", "H", "H", "H", "H", "H", "H", "H", "H"],
  "xyz": [[-3.603, -4.358, -2.523], [-2.651, -4.369, -1.434], [-2.326, -5.657, -0.860], [-1.882, -3.265, -1.159], [-2.455, -1.972, -1.184], [-1.748, -0.903, -0.663], [-0.414, -1.064, -0.305], [0.315, 0.183, 0.131], [-0.146, 1.160, -0.792], [0.079, 2.511, -0.709], [-0.717, 3.267, -1.578], [-0.544, 4.640, -1.634], [0.420, 5.265, -0.830], [0.633, 6.690, -0.882], [0.866, 7.840, -0.881], [1.178, 4.503, 0.062], [1.028, 3.118, 0.111], [1.822, 0.083, 0.072], [2.578, -0.104, -1.062], [3.969, -0.003, -0.916], [4.528, 0.380, 0.318], [3.741, 0.573, 1.456], [2.369, 0.371, 1.336], [1.268, 0.643, 2.279], [1.301, 1.140, 3.578], [0.085, 1.353, 4.240], [-1.133, 1.070, 3.600], [-1.160, 0.653, 2.252], [0.043, 0.521, 1.593], [0.218, -2.304, -0.413], [-0.526, -3.415, -0.786], [-3.894, -3.332, -2.761], [-3.158, -4.799, -3.436], [-4.486, -4.937, -2.239], [-2.008, -5.515, 0.183], [-3.223, -6.288, -0.884], [-1.508, -6.154, -1.408], [-3.490, -1.841, -1.510], [-2.230, 0.071, -0.578], [-1.455, 2.743, -2.186], [-1.156, 5.231, -2.314], [1.918, 4.975, 0.714], [1.669, 2.549, 0.781], [2.097, -0.318, -2.021], [4.610, -0.183, -1.780], [5.606, 0.533, 0.396], [4.142, 0.891, 2.421], [2.276, 1.302, 4.042], [0.098, 1.717, 5.270], [-2.066, 1.168, 4.158], [-2.096, 0.427, 1.740], [1.280, -2.392, -0.198], [-0.063, -4.400, -0.804]],
  "atomic_forces_ev_per_a": [[0.3, 0.0, -0.1], [-0.8, -0.4, 0.0], [0.3, 0.3, -0.2], [0.6, 0.4, 0.2], [0.0, -0.2, 0.4], [-0.4, -0.5, -0.6], [0.5, 0.0, -0.1], [0.2, -0.5, 0.2], [-0.4, 1.1, -0.4], [0.1, -0.7, 0.1], [0.2, 0.2, 0.2], [-0.1, -0.1, -0.2], [-0.1, 0.0, 0.2], [0.6, 2.4, 0.1], [-0.6, -2.7, -0.1], [0.1, -0.3, -0.1], [0.1, 0.3, 0.1], [-0.2, 0.2, 0.8], [0.5, -0.1, 0.2], [0.0, 0.3, 0.2], [0.2, -0.2, -0.2], [-0.4, -0.2, 0.0], [0.3, 0.3, -0.7], [-0.4, 0.6, 0.0], [0.0, -0.5, -0.2], [-0.1, -0.1, -0.2], [0.2, -0.1, -0.1], [0.0, 0.3, 0.5], [0.7, -0.2, 0.2], [-0.5, 0.4, 0.2], [-0.5, 0.1, -0.1], [0.0, -0.3, 0.0], [-0.2, 0.1, 0.2], [0.0, 0.1, -0.1], [-0.1, -0.1, -0.3], [0.3, 0.1, 0.0], [-0.2, -0.2, 0.1], [0.4, 0.0, 0.2], [0.2, -0.3, -0.1], [0.2, 0.2, 0.1], [0.2, -0.1, 0.2], [-0.3, -0.1, -0.3], [-0.3, 0.2, -0.3], [0.3, 0.1, 0.3], [-0.1, 0.1, 0.3], [-0.3, -0.1, -0.1], [0.2, -0.1, -0.4], [-0.4, 0.0, 0.1], [-0.1, -0.1, -0.4], [0.3, 0.0, -0.2], [0.2, 0.2, 0.2], [-0.2, 0.0, 0.0], [-0.1, 0.3, -0.1]],
  "smiles": "CN(C)c1ccc(C2(Oc3ccc(C#N)cc3)c3ccccc3-c3ccccc32)cc1",
  "largest_force_ev_per_a": 2.8,
  "energy_ha": -1264.9216
}

{
  "formula": "C3H8O",
  "method": "ωB97M-V/def2-TZVPD",
  "symbols": ["C", "C", "C", "O", "H", "H", "H", "H", "H", "H", "H", "H"],
  "xyz": [[-1.037, -0.570, 0.526], [0.052, 0.433, 0.195], [1.443, -0.112, 0.054], [-0.136, 1.627, 0.195], [-2.043, -0.222, 0.285], [-0.887, -1.585, 0.138], [-0.950, -0.617, 1.618], [1.527, -1.138, -0.315], [2.067, 0.577, -0.520], [1.762, -0.079, 1.100], [-0.916, 0.521, -1.808], [-0.882, 1.166, -1.468]],
  "atomic_forces_ev_per_a": [[0.0, 0.1, 0.3], [0.1, -0.2, 0.4], [0.1, 0.1, 0.2], [0.2, 0.0, 0.8], [0.3, 0.1, 0.0], [0.2, 0.4, 0.0], [-0.2, -0.2, 0.1], [-0.2, 0.2, 0.1], [-0.1, -0.1, 0.1], [0.5, -0.2, 0.0], [-0.4, -0.4, -1.0], [-0.4, 0.2, -0.8]],
  "e_above_lowest_kj_mol": 148.00,
  "smiles": "CC(C)=O.[H][H]",
  "largest_force_ev_per_a": 1.2,
  "energy_ha": -194.2796
}

{
  "formula": "C13H9ErN2O5Se",
  "method": "ωB97M-V/def2-TZVPD",
  "symbols": ["O", "C", "Er", "O", "C", "C", "O", "C", "O", "C", "O", "H", "C", "N", "C", "Se", "N", "C", "C", "C", "C", "C", "C", "H", "H", "H", "H", "H", "H", "H", "H"],
  "xyz": [[-1.778, -2.893, -3.440], [-1.296, -1.899, -3.097], [-0.324, 0.231, -2.480], [2.529, -1.541, -1.026], [1.672, -0.987, -1.569], [1.269, 1.888, -3.166], [2.041, 2.685, -3.502], [-1.164, 1.195, -4.676], [-1.007, 2.125, -5.407], [0.585, -0.252, -4.632], [1.005, -0.526, -5.675], [-2.086, 0.494, -4.755], [-2.451, -0.705, 1.475], [-1.130, -0.107, 1.380], [-0.724, 0.799, 0.444], [-1.922, 1.639, -0.794], [0.614, 1.064, 0.735], [0.964, 0.441, 1.942], [2.080, 0.615, 2.753], [2.036, -0.022, 4.008], [0.918, -0.778, 4.412], [-0.193, -0.941, 3.578], [-0.127, -0.312, 2.337], [-3.045, -0.462, 0.586], [-2.980, -0.341, 2.365], [-2.319, -1.792, 1.555], [1.199, 1.792, 0.302], [2.907, 1.229, 2.391], [2.883, 0.093, 4.689], [0.927, -1.228, 5.410], [-1.083, -1.505, 3.859]],
  "atomic_forces_ev_per_a": [[2.2, 4.4, 1.5], [-2.7, -5.5, -1.7], [-0.8, 1.0, -0.3], [-3.6, 2.3, -2.3], [3.9, -2.6, 2.5], [4.0, 3.9, -1.4], [-3.4, -3.3, 1.3], [0.1, 1.0, 0.1], [-0.4, -1.1, 0.7], [2.0, -1.6, -3.4], [-1.5, 1.1, 3.2], [0.2, 0.3, -0.1], [-0.4, -0.4, 0.0], [0.3, 0.9, -0.8], [0.7, -0.8, 1.3], [0.7, -0.1, 0.1], [-0.7, 0.3, -0.5], [0.2, 0.3, -0.1], [0.0, -0.5, 0.4], [0.2, 0.5, -0.8], [-0.3, -0.2, -0.2], [0.4, -0.1, 0.2], [-0.4, 0.2, 0.0], [0.3, -0.1, 0.3], [0.2, 0.0, -0.2], [-0.1, 0.3, 0.0], [-0.8, -0.4, 0.4], [-0.1, -0.2, 0.4], [-0.3, 0.0, -0.2], [-0.1, 0.1, -0.4], [0.4, 0.2, 0.1]],
  "charge": 2,
  "e_above_lowest_kj_mol": 0.00,
  "largest_force_ev_per_a": 6.4,
  "energy_ha": -4402.3613,
  "s2": 3.757,
  "multiplicity": 4
}

{
  "formula": "C36H93N5O16",
  "method": "ωB97M-V/def2-TZVPD",
  "symbols": ["C", "O", "C", "C", "N", "C", "C", "O", "C", "H", "H", "H", "H", "H", "H", "H", "H", "H", "H", "H", "H", "H", "H", "H", "C", "O", "C", "C", "N", "C", "C", "O", "C", "H", "H", "H", "H", "H", "H", "H", "H", "H", "H", "H", "H", "H", "H", "H", "C", "O", "C", "C", "N", "C", "C", "O", "C", "H", "H", "H", "H", "H", "H", "H", "H", "H", "H", "H", "H", "H", "H", "H", "C", "O", "C", "C", "N", "C", "C", "O", "C", "H", "H", "H", "H", "H", "H", "H", "H", "H", "H", "H", "H", "H", "H", "H", "C", "O", "C", "C", "N", "C", "C", "O", "C", "H", "H", "H", "H", "H", "H", "H", "H", "H", "H", "H", "H", "H", "H", "H", "O", "C", "C", "O", "H", "H", "H", "H", "H", "H", "O", "C", "C", "O", "H", "H", "H", "H", "H", "H", "O", "C", "C", "O", "H", "H", "H", "H", "H", "H"],
  "xyz": [[0.347, -0.187, -0.964], [-0.169, -1.466, -0.943], [-1.614, -1.602, -0.852], [-1.866, -3.021, -0.505], [-3.254, -3.135, -0.125], [-3.605, -4.556, -0.062], [-5.129, -4.580, 0.153], [-5.854, -5.751, 0.199], [-6.065, -6.569, -0.928], [-0.025, 0.382, -0.112], [0.230, 0.289, -1.937], [1.436, -0.218, -0.927], [-1.903, -1.397, -1.883], [-2.190, -0.831, -0.341], [-1.311, -3.399, 0.354], [-1.684, -3.641, -1.382], [-3.496, -2.833, 0.808], [-3.169, -4.906, 0.873], [-3.463, -5.183, -0.943], [-5.615, -4.193, -0.743], [-5.513, -3.920, 0.930], [-6.221, -7.636, -0.765], [-5.183, -6.710, -1.553], [-6.917, -6.088, -1.408], [-4.483, -1.461, 3.591], [-4.551, -0.734, 2.388], [-4.286, 0.639, 2.399], [-4.050, 1.230, 1.012], [-5.281, 1.013, 0.107], [-5.217, 1.533, -1.242], [-6.213, 0.888, -2.336], [-5.848, -0.390, -2.995], [-5.589, -1.499, -2.157], [-4.958, -2.397, 3.295], [-5.058, -0.936, 4.354], [-3.477, -1.535, 4.003], [-3.408, 0.588, 3.043], [-5.036, 1.181, 2.975], [-3.197, 0.690, 0.601], [-3.786, 2.268, 1.215], [-5.707, 0.097, 0.101], [-4.251, 1.284, -1.682], [-5.325, 2.615, -1.324], [-6.314, 1.569, -3.180], [-7.167, 0.662, -1.859], [-5.324, -2.217, -2.933], [-6.479, -1.869, -1.648], [-4.738, -1.399, -1.484], [5.109, -6.736, 1.372], [4.725, -5.813, 2.438], [5.731, -4.929, 2.821], [5.329, -3.449, 2.436], [4.084, -2.960, 3.074], [2.940, -2.910, 2.106], [1.553, -2.424, 2.461], [1.424, -0.990, 2.479], [0.265, -0.573, 3.216], [5.009, -6.188, 0.435], [4.283, -7.448, 1.368], [6.018, -7.327, 1.486], [6.729, -5.122, 2.426], [5.979, -5.003, 3.880], [5.032, -3.509, 1.389], [6.114, -2.693, 2.483], [4.182, -1.993, 3.348], [2.760, -3.962, 1.885], [3.208, -2.559, 1.109], [1.310, -2.921, 3.401], [0.803, -2.920, 1.844], [-0.582, -1.244, 3.073], [0.053, 0.319, 2.626], [0.507, -0.111, 4.173], [4.331, 3.256, 0.168], [5.187, 2.343, 0.777], [4.981, 0.906, 0.732], [4.681, 0.474, -0.675], [5.846, 0.951, -1.391], [5.620, 0.619, -2.756], [6.552, 1.502, -3.518], [6.136, 2.801, -3.097], [6.774, 3.860, -3.835], [4.894, 3.802, -0.589], [3.919, 4.020, 0.827], [3.451, 2.695, -0.146], [4.079, 0.616, 1.271], [5.653, 0.301, 1.342], [3.735, 0.844, -1.070], [4.549, -0.596, -0.517], [5.831, 1.960, -1.428], [4.610, 0.920, -3.033], [5.785, -0.439, -2.961], [6.336, 1.393, -4.580], [7.577, 1.399, -3.163], [7.853, 3.915, -3.687], [6.313, 4.767, -3.443], [6.550, 3.720, -4.892], [-5.712, -2.319, -6.645], [-4.993, -1.253, -6.037], [-3.772, -1.645, -5.418], [-2.969, -0.482, -4.913], [-2.289, 0.124, -6.078], [-2.009, 1.620, -5.856], [-0.951, 2.095, -4.827], [-1.552, 2.443, -3.540], [-1.145, 3.728, -3.013], [-5.242, -2.470, -7.617], [-6.714, -2.059, -6.985], [-5.690, -3.318, -6.210], [-3.151, -2.130, -6.172], [-3.895, -2.356, -4.601], [-2.229, -0.806, -4.182], [-3.627, 0.275, -4.487], [-2.748, -0.062, -6.958], [-2.832, 2.329, -5.945], [-1.417, 1.857, -6.740], [-0.402, 2.923, -5.275], [-0.203, 1.318, -4.664], [-0.142, 3.710, -2.586], [-1.844, 3.999, -2.222], [-1.117, 4.517, -3.765], [-3.370, 3.853, 3.964], [-2.670, 4.364, 5.137], [-2.196, 3.209, 5.983], [-1.249, 3.567, 6.985], [-4.295, 4.060, 4.115], [-1.818, 4.738, 4.569], [-3.084, 5.244, 5.629], [-1.927, 2.318, 5.416], [-3.131, 2.774, 6.339], [-1.016, 2.801, 7.515], [1.525, 4.692, 2.553], [0.685, 3.579, 2.524], [-0.226, 3.786, 1.322], [0.384, 3.333, 0.126], [2.394, 4.507, 2.916], [1.233, 2.648, 2.383], [0.093, 3.459, 3.431], [-0.539, 4.825, 1.224], [-1.047, 3.198, 1.732], [0.818, 4.144, -0.147], [4.674, 3.137, 3.460], [5.788, 3.508, 4.276], [6.928, 2.378, 4.441], [8.231, 2.938, 4.122], [4.967, 2.731, 2.641], [6.277, 4.260, 3.657], [5.656, 4.134, 5.158], [6.710, 1.533, 3.788], [6.788, 2.029, 5.464], [8.232, 2.987, 3.163]],
  "atomic_forces_ev_per_a": [[0.6, 0.6, -0.3], [-0.7, -1.1, 1.0], [2.1, 1.0, -2.1], [-0.9, 0.1, 1.1], [-1.2, -1.5, -1.6], [-2.2, 0.2, 1.5], [-1.2, 1.0, -2.6], [0.2, -3.4, 2.9], [0.5, 0.8, -0.5], [0.0, 0.5, -0.2], [-0.9, 0.5, -0.1], [0.1, -0.4, 0.6], [-0.7, -0.3, -0.3], [0.6, -0.1, 1.1], [1.0, 0.2, -0.2], [0.1, -0.1, 0.2], [0.6, 0.8, 0.1], [0.5, -1.1, -0.3], [0.9, 0.4, 0.0], [0.7, 1.5, -0.6], [0.4, -0.2, 0.5], [-0.7, 0.2, 1.2], [0.2, 1.0, -0.5], [0.1, -0.5, -0.9], [-0.7, 1.0, -0.5], [-0.9, -1.2, -1.8], [0.6, -0.5, 1.3], [-1.7, -1.9, -0.4], [0.3, 1.3, 1.2], [0.2, -1.4, -1.9], [0.6, -1.3, 1.0], [0.2, 2.2, 1.1], [0.1, -0.1, -1.2], [0.3, -0.2, 0.7], [-0.4, -0.2, 0.2], [0.4, -0.3, -0.3], [0.8, 1.5, -0.2], [-0.4, 0.1, -0.2], [0.3, 0.3, -0.2], [-0.3, 0.2, -0.6], [0.6, -0.1, 0.6], [0.6, 0.3, -0.2], [-0.2, 0.1, 0.3], [-0.1, 0.0, 0.3], [-0.3, 0.5, 0.1], [0.1, -0.6, 0.5], [-0.2, 0.1, 0.3], [-0.1, 0.2, 0.1], [-2.0, 0.6, 0.5], [1.0, -1.3, -0.6], [0.6, 2.3, 0.5], [-1.2, -0.9, -0.5], [-1.1, 1.0, -0.1], [0.2, -1.9, -0.8], [0.6, 0.1, 1.1], [-0.1, -1.8, 0.8], [0.9, 1.8, -2.2], [0.7, -0.1, -0.2], [0.0, -0.1, 0.0], [0.3, 0.6, 0.3], [-0.1, -0.3, -0.9], [-0.8, 0.0, 0.4], [0.6, -0.2, -0.5], [0.3, -0.3, 0.4], [0.5, 0.1, 0.4], [-0.1, -0.3, 0.0], [0.4, 0.7, -0.1], [0.1, 0.6, 0.9], [0.1, 0.5, -1.0], [0.1, -0.2, 0.7], [-0.9, 0.3, 0.0], [-0.1, -1.1, 0.6], [-1.0, -0.4, -0.2], [2.1, -1.0, 2.2], [-3.4, 0.9, 0.4], [1.7, 0.3, 2.0], [-0.9, -1.7, -0.4], [0.8, -0.1, -0.8], [-0.7, 0.7, 0.0], [0.7, 1.1, -0.9], [-0.9, -0.5, 0.6], [-0.3, -0.3, -0.5], [0.3, -0.1, 0.7], [-0.1, 0.4, -0.8], [-0.8, 0.6, 0.5], [1.3, 0.7, -0.8], [-0.2, 0.2, 0.1], [0.5, -0.4, -1.0], [0.0, 0.1, 0.8], [-0.4, -0.3, -0.4], [-0.1, -0.1, 0.0], [0.7, 0.0, -0.3], [0.3, -0.5, -0.6], [0.1, -0.2, 0.1], [0.1, 0.1, -0.3], [0.1, 0.2, -0.1], [1.0, 0.1, -1.8], [-0.6, -0.2, 0.9], [0.0, -0.6, -0.1], [-0.5, 0.9, -1.5], [1.0, 2.1, 2.1], [1.6, -1.1, -1.9], [-1.3, -0.7, 1.1], [0.7, 0.9, -0.7], [0.0, -0.8, -0.2], [0.4, -0.3, -0.4], [-0.2, 0.5, 1.0], [0.0, 0.3, 0.9], [0.2, -0.4, -0.2], [-0.5, -0.2, 0.0], [0.0, 0.0, 0.0], [-0.2, -0.2, 0.5], [-0.3, 0.4, 0.2], [-0.6, -0.3, 0.6], [-0.2, 0.0, -0.6], [-0.3, 0.4, 0.2], [0.0, -0.3, 0.0], [0.1, -0.3, 0.1], [0.0, -0.1, -0.1], [-0.4, 0.0, -0.3], [-0.9, 0.3, 1.4], [2.5, 0.0, -2.6], [-1.3, -1.0, 0.7], [-0.5, 0.4, -0.6], [-0.3, -0.2, -0.3], [0.6, 0.5, 0.7], [-0.6, -0.5, 0.2], [1.0, 0.5, -0.8], [-0.4, 0.2, 1.3], [-0.1, -0.1, -0.1], [0.8, 0.9, 0.2], [0.2, 0.4, -0.7], [-0.1, -1.0, 1.8], [-0.5, 0.3, 0.2], [0.1, -0.3, 0.2], [0.1, -0.2, -0.1], [-0.1, 0.3, 0.3], [0.0, 0.0, 0.2], [-0.8, -0.4, -1.5], [0.4, -0.2, -0.5], [-1.1, 0.0, 2.1], [2.4, 0.0, -2.7], [-1.4, 1.6, -0.1], [-1.1, -0.8, 0.9], [0.5, 0.0, -0.5], [0.6, 0.2, -0.1], [-1.2, -0.9, 0.4], [-0.1, 0.0, -0.1], [1.1, -0.1, 0.1], [0.2, 0.1, -0.1]],
  "e_above_lowest_kj_mol": 784.17,
  "smiles": "COCCNCCOC.COCCNCCOC.COCCNCCOC.COCCNCCOC.COCCNCCOC.OCCO.OCCO.OCCO",
  "largest_force_ev_per_a": 4.4,
  "energy_ha": -2904.4679
}